4 unconnected molecules or ions with the total composition C30H74BN10O8P3 at a distorted geometry, computed with the ωB97M-V functional and the def2-TZVPD basis.

Properties
LUMO level: -1.15 eV
Strongest force on any atom: 0.1640 Eh/bohr
Orbital gap: 6.052 eV
DFT total energy: -92118.0286 eV

ORCA input file:
```
! RIJCOSX wB97M-V def2-TZVPD def2/J DEFGRID3
* xyz 0 1
P 0.684 -0.376 4.399
P 0.654 1.570 -1.998
P -6.463 -2.122 6.247
O 3.932 0.061 -11.130
O 1.351 0.777 -3.123
O 5.167 -0.433 -9.247
O 6.051 3.608 -6.771
O -0.267 3.252 -6.949
O -4.970 -1.792 6.423
O 1.436 0.327 3.249
O 4.520 3.265 -9.577
N 0.866 -1.912 3.602
N -6.086 -3.802 5.993
N 1.196 3.068 -2.628
N -6.796 -1.775 7.890
N 1.747 0.921 -0.806
N -8.173 -2.466 5.982
N 1.962 -0.072 5.499
N -0.226 -1.163 5.687
N 3.007 3.099 -7.691
N -0.211 2.432 -0.725
C -6.467 -4.897 6.866
C -7.168 -2.601 9.010
C -0.277 3.843 -0.411
C -0.565 1.649 0.466
C -6.917 -0.360 8.220
C 1.069 -1.860 2.143
C 2.122 2.099 -6.980
C 3.008 0.762 -7.287
C 0.444 3.574 -3.768
C 6.538 3.960 -8.118
C 2.709 1.681 -0.028
C -9.292 -2.488 6.899
C 2.407 -0.352 -1.155
C 2.142 4.046 -2.155
C -1.299 -2.070 5.257
C 2.923 -0.929 6.145
C 3.118 0.999 -8.867
C 2.001 1.274 6.057
C 0.122 -1.443 7.063
C 3.611 2.552 -8.768
C 4.151 0.153 -9.752
C -4.720 -4.086 5.512
C 2.473 -0.623 -6.692
C -8.491 -3.275 4.798
C -0.290 0.863 -8.036
C 5.858 2.902 -9.119
C 8.126 3.581 -8.090
C 2.439 -1.838 -7.730
C 1.638 -3.040 4.089
C 3.295 -2.970 -7.429
B 0.527 2.080 -7.317
H 2.159 2.343 -5.851
H -9.334 -1.599 7.532
H -8.400 -4.347 5.004
H 1.445 -0.490 -6.169
H 2.888 1.456 6.676
H 6.528 2.726 -10.046
H 3.168 -3.443 -6.381
H -0.587 3.817 -3.475
H 0.262 1.607 1.184
H -9.514 -3.112 4.446
H 2.713 -2.893 3.943
H 3.242 -0.185 -1.847
H -3.994 -4.028 6.333
H 3.945 -0.534 6.025
H 8.508 3.401 -9.169
H 2.745 3.747 -1.312
H 2.753 -0.986 7.229
H 0.629 4.194 0.089
H 1.709 -1.056 -1.614
H 0.881 4.480 -4.205
H 1.649 4.985 -1.869
H -6.349 -5.854 6.344
H 1.361 -3.951 3.545
H 2.858 4.317 -2.949
H -0.991 2.866 -6.389
H 3.204 4.078 -7.423
H -1.387 1.200 -8.202
H 1.801 -1.830 -8.675
H -0.485 4.459 -1.288
H -2.072 -2.193 6.021
H -10.248 -2.472 6.366
H -0.329 -0.067 -7.370
H 0.404 -1.133 1.671
H -8.195 -2.398 9.343
H -7.791 0.082 7.721
H 1.432 -3.267 5.136
H 8.760 4.367 -7.559
H 3.194 -0.909 -5.833
H 4.098 -3.336 -8.168
H -6.030 0.189 7.898
H 3.590 1.951 -0.619
H -7.102 -3.666 8.850
H 2.961 -1.945 5.786
H 0.404 2.828 -4.562
H 0.108 0.571 -9.067
H 3.060 1.086 0.823
H -7.520 -4.861 7.147
H 4.037 1.070 -6.860
H -1.420 2.071 1.004
H 0.537 -0.573 7.577
H -1.801 -1.691 4.366
H -0.839 0.627 0.198
H 2.106 -1.599 1.896
H -5.842 -4.940 7.764
H -7.832 -3.028 3.964
H 2.807 -0.859 -0.270
H -0.763 -1.696 7.657
H 0.806 -2.292 7.149
H -7.030 -0.178 9.296
H 8.309 2.572 -7.546
H 0.849 -2.824 1.672
H -4.416 -3.389 4.728
H -6.527 -2.393 9.883
H -9.298 -3.390 7.518
H 1.119 1.459 6.687
H 2.272 2.574 0.420
H -1.110 4.065 0.265
H 6.447 2.741 -6.503
H -4.646 -5.087 5.074
H -0.916 -3.074 5.038
H 2.182 1.027 -9.521
H 2.012 2.021 5.262
H 5.864 1.883 -8.562
H 6.348 5.055 -8.372
*
```